61
Properties=species:S:1:pos:R:3:forces:R:3:nbo_charge:R:1 method="wB97M-V/def2-TZVPD" gap_ev="6.98 / 6.88" fmax_ev_per_a=1.5 s_squared=0.77 multiplicity=2 homo_energy_ev="-6.4 / -7.2" total_energy_ha=-1865.40600
Hg 0.9738 -0.6478 -0.8685 -1.03 0.32 0.51 0.442
C -1.1410 -3.6429 0.0770 0.03 0.16 0.03 -0.410
N -1.0037 -2.4058 0.8175 -0.26 -0.22 0.12 -0.436
C -0.4545 -2.6324 2.1389 -0.01 0.11 -0.13 -0.416
C -2.2618 -1.6799 0.8792 0.23 -0.04 -0.18 -0.239
C -2.0706 -0.1921 1.0563 -0.03 -0.10 0.03 -0.137
C -2.9404 0.5152 1.8820 0.00 -0.09 -0.08 -0.209
C -2.8417 1.8901 2.0106 -0.10 0.15 0.08 -0.230
C -1.8632 2.5795 1.3189 -0.01 0.08 0.00 -0.246
C -0.9848 1.8775 0.5009 0.05 0.08 -0.13 -0.263
C -1.0923 0.5072 0.3640 0.95 -0.35 -0.29 -0.188
H -1.9590 -4.2789 0.4515 0.01 -0.06 0.03 0.158
H -0.2086 -4.1980 0.1508 0.05 -0.11 -0.08 0.199
H -1.3243 -3.4031 -0.9687 -0.04 -0.10 -0.13 0.208
H -1.0761 -3.3174 2.7414 0.00 0.04 0.02 0.159
H -0.3747 -1.6780 2.6567 0.03 0.03 0.11 0.209
H 0.5446 -3.0586 2.0452 0.03 -0.01 0.05 0.199
H -2.9121 -2.0734 1.6827 0.00 0.03 -0.10 0.169
H -2.7870 -1.8356 -0.0703 0.05 -0.05 0.06 0.208
H -3.7086 -0.0215 2.4253 -0.05 -0.05 0.05 0.205
H -3.5308 2.4241 2.6490 -0.04 0.03 0.08 0.209
H -1.7737 3.6529 1.4195 0.00 0.07 0.00 0.209
H -0.2280 2.4176 -0.0505 0.16 0.10 -0.04 0.198
N 2.1344 1.8015 -2.4721 -0.03 -0.01 0.08 -1.081
H 2.5579 2.6532 -2.1275 0.03 0.06 -0.08 0.358
H 1.4586 2.0473 -3.1839 -0.03 0.03 -0.02 0.365
H 2.8593 1.2480 -2.9119 0.00 -0.01 0.04 0.368
O 1.7916 5.7872 2.2649 -0.07 0.10 -0.42 -0.719
C 2.0565 4.9199 3.3296 0.05 -0.07 0.95 0.114
N 2.3471 3.6321 2.7564 -0.08 0.25 -0.28 -0.617
C 2.6537 2.5801 3.5483 -0.04 0.21 -0.32 0.658
O 2.6046 2.6611 4.7612 0.04 0.03 0.29 -0.621
C 3.0939 1.3380 2.8534 0.16 -0.46 0.02 -0.185
C 3.6539 0.3207 3.6277 -0.12 0.19 -0.24 -0.116
C 4.0930 -0.8327 3.0033 -0.07 0.07 0.03 -0.262
C 3.9439 -0.9345 1.6285 0.02 0.00 0.05 0.050
N 3.4101 0.0228 0.8842 0.12 0.01 -0.27 -0.425
C 3.0006 1.1302 1.4815 0.05 0.00 0.27 0.060
H 1.7084 6.6835 2.6037 0.01 -0.08 -0.01 0.481
H 1.1965 4.8288 4.0129 0.19 0.03 -0.15 0.166
H 2.9276 5.2578 3.9182 -0.23 -0.06 -0.09 0.157
H 2.3955 3.6000 1.7518 0.06 -0.07 0.09 0.409
H 3.7338 0.4731 4.6937 0.00 -0.03 0.07 0.242
H 4.5389 -1.6383 3.5644 0.04 -0.08 0.07 0.222
H 4.2628 -1.8141 1.0852 0.05 -0.13 0.06 0.197
H 2.5758 1.8645 0.8119 -0.16 0.13 -0.07 0.187
C -2.2541 -4.1652 -5.5346 0.11 0.07 -0.14 -0.593
C -1.3703 -2.9540 -5.8373 -0.17 -0.27 -0.03 -0.449
C -1.5453 -1.9137 -4.7950 -0.55 0.49 -0.34 0.068
N -0.7927 -1.7854 -3.7746 0.68 -1.07 -0.64 -0.257
N -1.1314 -0.8139 -2.9370 -0.12 0.98 1.14 -0.374
C -2.1772 -0.1474 -3.2950 -0.30 -0.46 -0.98 0.255
N -2.6440 0.9283 -2.6389 -0.23 0.50 0.25 -0.808
S -2.8762 -0.7360 -4.8107 0.65 -0.14 0.53 0.246
H -2.0610 -4.9608 -6.2491 -0.04 -0.12 -0.05 0.211
H -3.3056 -3.8931 -5.5927 -0.12 -0.04 0.03 0.205
H -2.0416 -4.5307 -4.5329 -0.02 -0.08 0.06 0.215
H -1.6228 -2.5417 -6.8154 0.12 -0.03 -0.05 0.214
H -0.3198 -3.2540 -5.8355 -0.07 0.13 -0.03 0.236
H -2.2677 1.0764 -1.7104 -0.04 0.00 0.06 0.431
H -3.5704 1.2626 -2.8356 0.05 -0.04 0.11 0.397

---

57
Properties=species:S:1:pos:R:3:forces:R:3:nbo_charge:R:1 method="wB97M-V/def2-TZVPD" gap_ev="6.97 / 6.56" fmax_ev_per_a=3.2 s_squared=8.83 multiplicity=6 homo_energy_ev="-7.2 / -8.5" total_energy_ha=-2950.96455
C -2.6940 0.2444 -4.5877 -0.05 0.08 0.24 -0.219
C -2.4972 -0.9741 -3.9414 0.49 -0.10 0.45 -0.215
C -1.7415 -1.0399 -2.7469 -0.96 -0.42 -0.99 -0.052
C -1.2117 0.1121 -2.1989 0.31 0.09 1.34 -0.470
C -1.4090 1.3282 -2.8458 -0.41 0.37 -0.70 0.033
C -2.1723 1.4135 -4.0279 0.40 -0.14 0.29 -0.242
C -1.5751 -2.3739 -2.0582 -0.24 -0.06 0.26 -0.438
C -0.1453 -2.9057 -1.8891 0.39 0.02 -0.15 -0.217
N 0.9005 -1.8628 -1.6814 0.21 -0.08 0.41 -0.515
Mn 0.0036 -0.1293 -0.4105 -0.74 -1.49 -2.74 1.285
C -0.7377 2.5500 -2.2623 -0.09 0.12 0.58 -0.749
P 0.8715 1.9500 -1.5765 0.30 -0.69 -3.03 0.853
H -2.9228 -1.9015 -4.3348 0.11 0.34 -0.05 0.206
H -2.3392 2.3906 -4.4930 0.07 -0.39 0.05 0.207
H -3.2647 0.2810 -5.5139 0.07 0.04 0.20 0.213
H -1.3085 2.9741 -1.4220 -0.08 -0.02 -0.26 0.236
H -0.5440 3.3438 -2.9990 -0.12 -0.13 0.23 0.230
H -2.0268 -2.3179 -1.0518 0.08 0.05 -0.35 0.231
H -2.1254 -3.1306 -2.6292 -0.02 0.06 0.24 0.218
H -0.1274 -3.5649 -1.0111 0.01 0.14 -0.27 0.221
C 1.5680 3.3242 -0.6460 0.16 0.09 0.17 -0.972
C 1.8035 1.9900 -3.1152 0.65 0.87 -0.82 -0.973
H 0.1422 -3.5050 -2.7724 -0.02 0.11 0.25 0.184
C 1.4543 -1.4024 -2.9704 -0.09 0.04 0.02 -0.416
C 2.0267 -2.4267 -0.8982 -0.18 -0.10 -0.05 -0.419
H 0.0262 1.4800 0.1256 1.58 -0.31 2.67 -0.081
H 1.9411 -2.2435 -3.4947 -0.13 0.16 0.13 0.185
H 0.6670 -0.9878 -3.6079 0.19 -0.09 0.18 0.228
H 2.2084 -0.6298 -2.7759 -0.19 -0.21 -0.08 0.203
H 2.5758 -3.1682 -1.5022 -0.06 0.11 0.18 0.180
H 2.6989 -1.6106 -0.6102 -0.01 -0.21 -0.07 0.204
H 1.6476 -2.8861 0.0190 0.20 0.13 -0.26 0.243
H 1.8074 3.0295 -3.4686 0.24 -0.16 -0.22 0.217
H 2.8342 1.6727 -2.9336 -0.06 0.03 -0.12 0.234
H 1.3657 1.3706 -3.9048 -0.03 0.02 0.34 0.256
H 1.6966 4.1849 -1.3103 0.00 -0.04 0.29 0.241
H 0.9138 3.5687 0.1976 0.23 0.10 -0.13 0.249
H 2.5364 2.9735 -0.2664 -0.12 0.34 0.01 0.247
H 1.0887 0.9298 0.2978 -1.88 1.50 1.52 0.023
C -0.3340 1.4286 7.3640 -0.07 -0.05 -0.02 -0.625
C -0.3205 0.6904 6.0760 0.07 -0.30 -0.32 -0.012
C -0.2705 -0.7001 6.1119 0.07 -0.52 -0.38 -0.214
C -0.2202 -1.4442 4.9407 0.00 0.37 0.09 -0.167
C -0.2033 -0.7766 3.7185 -0.12 -0.46 -0.11 -0.359
C -0.2790 0.6095 3.6510 0.03 -0.10 0.39 -0.130
C -0.3431 1.3386 4.8465 0.09 -0.13 -0.54 -0.222
S 0.0265 -1.8305 2.2876 -0.15 2.07 -0.67 2.395
O 1.4588 -1.7660 2.0114 -0.62 -0.51 0.13 -0.982
O -0.6099 -3.0815 2.5748 0.35 -0.30 -0.12 -0.945
O -0.7126 -1.0861 1.1646 0.22 -0.89 0.95 -1.103
H -1.1942 1.1149 7.9396 -0.24 0.08 0.31 0.221
H 0.5538 1.1875 7.9339 0.23 0.05 0.23 0.221
H -0.3770 2.4901 7.1946 -0.03 0.48 0.10 0.212
H -0.2504 -1.2391 7.0567 -0.05 0.24 -0.02 0.211
H -0.1885 -2.5302 4.9566 0.00 0.20 0.02 0.241
H -0.2850 1.1156 2.6901 0.00 -0.10 0.13 0.202
H -0.3865 2.4286 4.8000 -0.02 -0.28 0.08 0.207

---

57
Properties=species:S:1:pos:R:3:forces:R:3:nbo_charge:R:1 method="wB97M-V/def2-TZVPD" gap_ev="7.19 / 6.63" fmax_ev_per_a=1.3 s_squared=8.76 multiplicity=6 homo_energy_ev="-7.0 / -7.0" total_energy_ha=-2951.05334
C 4.4158 -1.0550 -2.0932 -0.18 0.21 0.08 -0.218
C 3.2000 -0.7531 -2.7088 -0.23 0.13 0.39 -0.230
C 2.0465 -0.5315 -1.9262 1.15 -0.07 -0.57 -0.054
C 2.1323 -0.6652 -0.5414 -0.98 0.02 0.47 -0.501
C 3.2861 -1.1946 0.0317 0.69 0.35 -0.41 -0.080
C 4.4722 -1.2701 -0.7152 -0.36 -0.38 0.22 -0.233
C 0.7775 -0.1034 -2.5880 -0.83 0.41 -0.34 -0.441
C 0.1863 -1.0458 -3.6714 0.07 0.30 -0.01 -0.183
N -0.2220 -2.3440 -3.2337 0.02 0.08 0.84 -0.488
Mn 0.8003 0.3693 0.8546 0.00 -0.45 -1.25 1.376
C 3.2284 -1.6000 1.4958 0.22 0.07 0.70 -0.720
P 1.4599 -1.5943 2.0229 0.08 0.25 -0.75 0.789
H 3.1433 -0.6146 -3.7914 0.13 -0.09 0.25 0.205
H 5.4130 -1.4882 -0.2070 -0.13 -0.13 -0.26 0.202
H 5.3227 -1.0882 -2.6856 -0.02 -0.10 0.03 0.208
H 3.7885 -0.8770 2.1110 -0.08 -0.31 0.04 0.236
H 3.6234 -2.6128 1.6952 0.09 0.39 -0.20 0.231
H -0.0044 0.0261 -1.8391 0.22 -0.19 -0.10 0.203
H 0.9045 0.8926 -3.0491 0.02 -0.28 0.05 0.216
H -0.7062 -0.5547 -4.0936 0.40 0.06 -0.04 0.200
C 1.2956 -1.9513 3.7870 0.30 -0.33 0.46 -0.959
C 0.8372 -3.0197 1.0640 -0.28 -0.35 0.10 -0.942
H 0.9395 -1.1614 -4.4640 -0.21 0.08 -0.14 0.175
C 0.7347 -3.3980 -3.1963 0.05 -0.19 -0.25 -0.392
C -1.5994 -2.6334 -2.9476 -0.12 0.36 -0.23 -0.394
H -1.5742 0.2209 3.9660 -0.17 -0.05 0.43 0.014
H 0.6608 -4.0325 -4.0977 0.24 -0.16 0.11 0.160
H 1.7378 -2.9627 -3.1453 -0.11 -0.30 0.03 0.212
H 0.5737 -4.0345 -2.3155 0.18 0.00 -0.10 0.178
H -2.2118 -2.5867 -3.8709 -0.05 -0.14 0.28 0.167
H -1.6824 -3.6481 -2.5263 -0.03 0.41 -0.10 0.196
H -2.0275 -1.9027 -2.2326 0.11 -0.35 -0.18 0.195
H 1.2266 -3.9626 1.4706 -0.14 0.17 0.01 0.229
H -0.2600 -3.0325 1.0653 0.23 -0.07 0.10 0.247
H 1.1612 -2.9261 0.0199 -0.03 0.13 0.38 0.280
H 2.1981 -2.4401 4.1753 -0.29 -0.01 0.08 0.240
H 1.1239 -1.0110 4.3264 0.13 -0.30 -0.12 0.247
H 0.4222 -2.5960 3.9471 0.23 0.11 -0.01 0.253
H -1.2714 0.3005 3.3054 0.16 0.02 -0.43 -0.019
C -4.3247 5.3803 3.2408 -0.10 0.14 0.16 -0.631
C -3.5395 4.4876 2.3354 0.19 -0.22 -0.21 0.004
C -4.0086 4.1802 1.0515 0.15 -0.19 0.08 -0.217
C -3.2791 3.3353 0.2177 0.11 -0.06 0.39 -0.153
C -2.0953 2.7679 0.7003 0.03 0.64 -0.18 -0.386
C -1.5958 3.0932 1.9642 -0.26 -0.08 -0.10 -0.114
C -2.3206 3.9565 2.7791 -0.06 -0.16 -0.16 -0.227
S -1.1252 1.7719 -0.3946 0.00 -0.60 0.61 2.374
O -1.2398 0.3546 0.1138 -0.09 0.93 -0.22 -1.039
O -1.5844 2.0052 -1.7314 0.13 -0.07 0.33 -0.919
O 0.3049 2.1381 -0.1028 -0.55 0.27 -0.09 -1.043
H -4.2738 6.4215 2.9078 -0.02 -0.08 0.07 0.226
H -5.3761 5.0864 3.2702 0.05 0.05 -0.01 0.223
H -3.9228 5.3147 4.2524 -0.11 0.15 0.00 0.215
H -4.9628 4.5905 0.7044 0.38 -0.09 0.14 0.218
H -3.6164 3.1132 -0.7917 0.11 0.00 0.21 0.246
H -0.6511 2.6699 2.3091 -0.24 0.18 -0.13 0.201
H -1.9414 4.2152 3.7758 -0.20 -0.11 -0.44 0.214

---

Look up the multiplicity of the first one. 2

---

Which value of multiplicity does entry 1 give? 2